(1)
{
  "formula": "C49H113N5O10",
  "method": "the ωB97M-V functional and the def2-TZVPD basis",
  "orbital_gap_ev": 8.01,
  "largest_force_ev_per_a": 19.8,
  "lumo_energy_ev": 0.5,
  "total_charge": 0,
  "species": ["C", "O", "H", "H", "H", "H", "C", "O", "H", "H", "H", "H", "C", "O", "H", "H", "H", "H", "C", "O", "H", "H", "H", "H", "O", "H", "H", "C", "C", "C", "C", "C", "C", "N", "O", "C", "C", "C", "H", "H", "H", "H", "H", "H", "H", "H", "H", "H", "H", "H", "H", "H", "H", "H", "H", "H", "H", "C", "C", "C", "C", "C", "C", "N", "O", "C", "C", "C", "H", "H", "H", "H", "H", "H", "H", "H", "H", "H", "H", "H", "H", "H", "H", "H", "H", "H", "H", "C", "C", "C", "C", "C", "C", "N", "O", "C", "C", "C", "H", "H", "H", "H", "H", "H", "H", "H", "H", "H", "H", "H", "H", "H", "H", "H", "H", "H", "H", "C", "C", "C", "C", "C", "C", "N", "O", "C", "C", "C", "H", "H", "H", "H", "H", "H", "H", "H", "H", "H", "H", "H", "H", "H", "H", "H", "H", "H", "H", "C", "C", "C", "C", "C", "C", "N", "O", "C", "C", "C", "H", "H", "H", "H", "H", "H", "H", "H", "H", "H", "H", "H", "H", "H", "H", "H", "H", "H", "H"],
  "positions_angstrom": [[-0.240241, 0.742330, 0.096342], [0.024559, -0.516170, -0.365338], [0.155799, 0.770390, 1.111462], [0.173839, 1.469390, -0.602238], [-1.295431, 0.964000, -0.063458], [-0.164351, -1.220300, 0.259252], [1.470909, 3.835360, -0.033898], [1.177859, 2.379490, -0.007128], [0.632549, 4.518510, -0.170128], [2.125669, 4.130300, 0.786102], [2.106869, 4.086280, -0.882848], [1.088899, 2.085420, 0.902382], [0.100369, 1.088220, 4.004212], [0.394639, 0.861920, 2.674192], [-0.944911, 1.371520, 3.880812], [0.047899, 0.173100, 4.594052], [0.632949, 1.784880, 4.651602], [-0.474901, 0.755220, 2.281622], [-0.223031, -1.448650, -2.759098], [-0.174261, -1.877040, -1.427938], [-0.545861, -0.420470, -2.922548], [0.816869, -1.666980, -3.002068], [-0.877061, -2.021010, -3.416938], [0.307999, -1.232930, -0.904338], [-0.792341, -1.955840, 1.835562], [-1.732621, -1.946480, 2.014492], [-0.652021, -2.757110, 1.331072], [-1.366591, -5.660970, -0.518688], [-1.070921, -4.982420, 0.867032], [-0.302871, -6.018670, 1.746482], [1.279119, -6.209140, 1.521242], [1.963979, -4.849830, 1.442752], [1.244739, -3.768840, 0.544972], [-0.264441, -3.669840, 0.709412], [-0.836141, -2.784310, -0.197718], [1.785299, -2.406270, 1.076792], [1.648289, -3.982160, -0.907298], [-2.368331, -4.729960, 1.508522], [-1.855541, -5.016880, -1.249568], [-2.001561, -6.528100, -0.337058], [-0.397921, -6.063810, -0.814478], [-0.462571, -5.849660, 2.811392], [-0.543201, -7.042520, 1.459992], [1.386039, -6.616540, 0.515912], [1.655599, -6.813970, 2.346192], [2.963599, -5.033150, 1.048722], [2.021139, -4.420240, 2.442892], [1.538189, -2.324090, 2.135232], [2.868949, -2.288960, 1.071672], [1.239059, -1.590860, 0.602632], [1.350619, -3.053290, -1.393818], [2.690409, -4.260060, -1.064968], [1.083259, -4.783740, -1.383008], [-3.045021, -4.149290, 0.881622], [-2.323021, -4.139130, 2.423382], [-2.897881, -5.679140, 1.590612], [-0.953611, -3.323970, -0.982928], [3.367149, -2.631480, -1.926638], [3.627659, -1.163220, -1.326828], [2.222459, -0.784110, -0.708518], [2.329989, 0.380100, 0.247672], [3.211389, -0.024470, 1.444512], [4.625839, -0.443990, 0.920272], [4.616189, -1.360510, -0.234128], [5.981979, -1.798300, -0.619868], [5.372899, 0.822890, 0.451672], [5.355869, -1.135630, 2.109702], [4.134179, -0.327420, -2.578368], [4.313979, -3.087460, -2.215928], [2.643249, -2.463700, -2.724078], [2.937169, -3.257860, -1.145058], [1.646509, -0.619190, -1.619108], [1.808829, -1.606690, -0.125108], [1.306589, 0.678720, 0.474792], [2.870829, 1.162410, -0.284848], [2.848939, -0.784560, 2.136602], [3.349179, 0.952950, 1.906862], [5.185249, 1.235670, -0.539538], [5.377009, 1.648170, 1.163702], [6.446179, 0.644440, 0.385882], [6.440019, -1.174570, 2.003872], [5.076249, -0.809890, 3.111602], [4.963479, -2.147480, 2.211212], [5.199949, -0.110990, -2.504948], [3.655939, 0.648550, -2.661328], [3.952729, -0.921140, -3.474288], [6.230849, -0.973000, -1.042418], [-5.201301, 0.708590, -0.922038], [-4.054411, -0.259800, -0.911878], [-3.257491, -0.029650, 0.467232], [-2.417061, -1.117560, 1.026382], [-3.357791, -2.380450, 1.135432], [-4.059961, -2.796770, -0.222138], [-4.689101, -1.586190, -0.797758], [-5.454691, -1.902890, -1.975678], [-2.938071, -3.416610, -1.098468], [-5.161391, -3.815460, 0.128282], [-3.168331, -0.035720, -2.192258], [-5.770351, 0.553030, -1.838598], [-4.794301, 1.711490, -1.051088], [-5.941051, 0.748280, -0.122468], [-2.581151, 0.801040, 0.265672], [-3.977121, 0.297970, 1.217482], [-2.081051, -0.814410, 2.017992], [-1.648471, -1.279440, 0.270622], [-4.246771, -2.217920, 1.744862], [-2.733701, -3.188450, 1.517212], [-3.205791, -3.516300, -2.150368], [-2.115881, -2.744020, -1.342838], [-2.602101, -4.436680, -0.912228], [-4.914081, -4.753000, 0.626222], [-5.903061, -3.323550, 0.757592], [-5.787521, -4.026750, -0.738558], [-3.827691, -0.407290, -2.976658], [-2.296121, -0.681530, -2.293588], [-2.930661, 0.988870, -2.478328], [-4.835221, -2.131700, -2.672448], [-2.953681, 4.447390, 1.335772], [-2.174411, 3.282760, 1.978702], [-0.630921, 3.244660, 1.523502], [0.402539, 4.130680, 2.284902], [0.180499, 3.868780, 3.832912], [-1.278221, 4.011040, 4.374452], [-2.174001, 3.153510, 3.516432], [-3.466941, 3.062980, 4.020282], [-1.101311, 3.440630, 5.795742], [-1.576531, 5.523820, 4.415572], [-2.749651, 1.961620, 1.487012], [-2.709111, 5.332240, 1.923422], [-2.786891, 4.442010, 0.258622], [-3.981241, 4.239060, 1.633782], [-0.275181, 2.216210, 1.585462], [-0.605231, 3.473250, 0.458052], [1.446689, 3.932050, 2.043272], [0.344109, 5.197150, 2.067362], [0.886889, 4.559420, 4.293472], [0.609299, 2.876730, 3.974622], [-0.814301, 2.395780, 5.677392], [-2.022511, 3.572600, 6.363252], [-0.338011, 3.954010, 6.380472], [-2.602271, 5.726720, 4.723442], [-1.579891, 5.975970, 3.423782], [-0.979531, 6.005840, 5.189752], [-2.438031, 1.043780, 1.985572], [-3.836411, 1.976860, 1.404422], [-2.249851, 1.786800, 0.534262], [-3.531751, 2.108500, 3.940472], [3.047349, 3.367690, -2.976498], [1.725179, 3.643430, -3.774098], [1.749249, 2.881590, -5.128648], [1.414269, 1.474800, -5.168048], [0.132999, 1.214780, -4.321038], [0.137899, 1.795670, -2.908398], [0.604229, 3.186550, -2.997478], [0.376959, 3.927720, -1.783688], [-1.367591, 1.909720, -2.626378], [0.890659, 0.860950, -1.925388], [1.530899, 5.172150, -4.066548], [3.612899, 2.436470, -2.943378], [3.784359, 4.065380, -3.374168], [2.988689, 3.661720, -1.928538], [0.913209, 3.321630, -5.672248], [2.734089, 2.945670, -5.591328], [1.230759, 1.081310, -6.167848], [2.273499, 1.021770, -4.673518], [0.067259, 0.127090, -4.347628], [-0.621701, 1.682800, -4.953088], [-1.830661, 0.923000, -2.618148], [-1.804661, 2.523870, -3.413718], [-1.647471, 2.396790, -1.692288], [1.816229, 0.441900, -2.320118], [0.246899, 0.020900, -1.664628], [1.249259, 1.220220, -0.960798], [2.417649, 5.800980, -4.146158], [0.923409, 5.279560, -4.965178], [1.097109, 5.738780, -3.242618], [0.976849, 3.523350, -1.152638]],
  "forces_ev_per_angstrom": [[-4.7, -0.2, 1.4], [-4.3, 12.7, 14.5], [-1.4, 0.0, -1.9], [-2.7, -1.4, 1.8], [0.9, -0.8, 0.4], [-1.5, 0.3, 2.5], [5.0, 1.1, 4.5], [3.4, 9.4, 2.2], [0.3, 0.0, 1.7], [0.0, -0.3, -0.5], [0.5, -0.3, 0.9], [0.5, 1.2, 0.4], [-2.4, -2.3, 2.2], [2.2, -0.5, 0.6], [0.0, 0.8, 1.5], [0.4, -0.7, -0.2], [0.4, -1.1, -0.7], [-0.1, -0.5, 0.6], [0.9, -0.9, -0.7], [-1.3, -6.0, -18.6], [0.1, -0.9, 0.0], [0.1, 0.8, -1.8], [-0.2, -0.8, 0.2], [4.3, -3.9, -5.4], [3.0, 2.7, 6.8], [1.9, -1.6, 1.3], [0.9, -1.1, 2.7], [2.1, -1.4, 1.1], [1.9, -0.4, -1.1], [2.3, -0.4, -0.5], [-2.0, 2.2, -0.7], [-1.1, 0.1, 0.4], [0.9, -0.4, 0.7], [1.8, -8.2, -1.0], [-0.6, -8.4, 6.7], [-1.7, -3.0, 4.0], [-3.8, -2.5, 0.7], [-1.3, -1.9, 0.0], [2.8, -2.4, -0.7], [-0.2, 0.1, 0.0], [-0.2, 0.0, -0.6], [-0.3, 0.1, -0.1], [-1.3, 0.1, 0.3], [0.2, -0.8, 0.2], [0.2, -0.2, -0.4], [0.2, 0.5, 0.1], [0.2, -0.1, 0.1], [-0.3, -0.5, 0.3], [-0.3, -0.4, -0.9], [-1.0, -1.4, 4.5], [0.1, -1.1, -0.3], [-1.8, -2.5, 1.0], [-0.5, -0.3, 0.2], [0.9, -2.7, -0.1], [0.4, -1.2, 0.7], [0.3, -0.3, 0.8], [1.0, 0.2, 0.3], [2.6, 3.4, 0.8], [0.6, -2.2, -0.8], [4.8, -0.3, -3.0], [1.7, -2.7, -0.2], [0.5, 0.7, -1.3], [1.0, 0.9, 0.0], [-0.9, -1.4, 0.8], [-2.5, 1.3, 0.3], [1.4, 0.6, 0.6], [-0.5, -0.4, -0.1], [-0.3, 0.2, 1.3], [0.1, 0.2, -0.6], [0.2, -0.6, -0.3], [3.2, 4.1, -1.6], [1.5, -1.3, 1.5], [3.4, 1.7, -5.4], [3.4, -1.2, 0.7], [0.1, 0.0, 0.4], [-0.2, 0.7, 0.0], [0.3, -0.3, 0.9], [-0.9, -0.2, 0.0], [-0.5, 0.1, 0.2], [0.3, -0.5, 0.1], [-0.1, 0.0, 0.0], [0.2, 1.1, -0.1], [0.2, -0.4, -0.7], [0.1, -0.2, -0.1], [0.0, -0.2, -0.1], [0.1, 0.3, -0.1], [1.0, 0.0, -0.4], [-0.3, 1.4, -1.5], [1.3, -1.0, 2.2], [-2.1, -1.2, -2.9], [-6.2, 2.2, -4.0], [-0.3, 2.7, -0.8], [1.9, 0.3, 0.2], [-0.5, -0.9, -0.2], [0.1, 0.1, 1.0], [-2.5, 1.2, -3.1], [-1.3, 0.6, -0.5], [-3.3, -2.0, 0.5], [-0.2, -0.1, -0.1], [0.1, 0.3, 0.2], [0.5, -0.6, 0.4], [-2.4, -3.4, -1.2], [-0.3, -0.6, -0.6], [-1.3, 2.0, -0.4], [-1.9, 0.4, 0.9], [0.3, 0.4, 0.8], [-1.7, 3.4, -0.1], [-1.4, -0.4, -0.5], [-1.7, 0.2, 0.2], [-2.7, 3.0, 1.2], [0.5, 0.2, -0.2], [0.2, 0.2, 0.4], [0.4, -0.3, -0.3], [-0.1, 0.1, -0.5], [-0.1, 0.2, 0.7], [-2.8, -1.1, 1.1], [0.4, -0.1, -0.3], [0.1, -0.9, 2.1], [2.1, -0.4, 1.7], [-1.1, 1.0, 0.5], [-1.8, -0.4, 2.2], [0.8, 0.8, -2.5], [1.6, 0.4, -0.6], [2.4, 1.4, -0.9], [-0.6, -0.1, 0.0], [-1.2, 0.1, -0.2], [-1.5, -0.5, 0.2], [1.1, 3.7, 0.9], [0.2, 0.4, -0.9], [-0.1, 0.4, 0.2], [-0.3, 0.2, -0.6], [-1.1, 1.6, 0.5], [-0.8, 0.0, 0.3], [-0.8, -0.6, 1.0], [-0.5, 0.2, -0.2], [-0.4, 0.2, 0.6], [-0.5, 2.0, -0.3], [-0.4, 0.1, 0.6], [-0.1, -0.5, 0.1], [0.2, 0.2, -0.4], [-0.3, -0.3, 0.3], [0.9, 0.2, 0.1], [0.4, 0.2, -0.5], [0.2, 0.8, 1.0], [0.4, 0.4, -0.1], [-0.6, 3.3, 1.0], [-0.9, -0.2, 0.5], [1.1, 1.5, -0.3], [1.2, -0.8, 1.0], [-0.6, 2.2, -0.4], [-0.3, -1.8, 2.7], [1.9, -0.1, -1.8], [-0.2, 1.1, 0.1], [-1.8, 0.5, -0.7], [-2.1, -1.1, -5.3], [1.4, 0.4, 0.1], [1.1, 1.5, -4.4], [0.3, 0.1, 0.5], [-0.9, -0.4, -0.6], [0.3, 0.1, -0.1], [0.0, -0.1, -0.5], [0.5, 0.8, -0.7], [-0.1, 1.0, -0.3], [0.4, 0.1, 0.0], [0.0, -1.1, -0.2], [-0.6, 0.4, 0.0], [-0.6, -0.1, 0.4], [3.1, 1.6, -0.6], [-0.1, -0.1, -0.1], [0.2, 0.0, 0.3], [-0.6, 1.4, -1.8], [1.3, 2.7, -2.7], [1.1, -0.2, -4.2], [0.7, -0.7, -0.7], [0.0, 0.2, 0.2], [-0.8, -0.7, 0.2], [-1.7, -0.8, -4.1]],
  "lowdin_charge": [-0.158, -0.133, 0.071, 0.059, 0.101, 0.120, -0.142, -0.266, 0.126, 0.114, 0.096, 0.078, -0.152, -0.115, 0.087, 0.104, 0.077, 0.053, -0.111, -0.255, 0.038, 0.105, 0.108, -0.249, -0.091, -0.013, -0.168, -0.006, -0.374, -0.087, -0.148, -0.113, -0.296, -0.002, -0.204, -0.041, -0.053, -0.082, 0.040, 0.109, 0.080, 0.118, 0.109, 0.100, 0.112, 0.123, 0.116, 0.116, 0.108, 0.068, 0.076, 0.093, 0.107, 0.020, 0.126, 0.125, 0.107, -0.040, -0.340, -0.183, -0.128, -0.076, -0.466, -0.097, -0.001, -0.037, -0.022, -0.006, 0.099, 0.086, -0.037, 0.071, -0.012, 0.057, 0.140, 0.097, 0.120, 0.073, 0.085, 0.074, 0.078, 0.079, 0.078, 0.068, 0.026, 0.080, 0.052, -0.040, -0.396, -0.172, -0.218, -0.074, -0.399, -0.070, -0.025, -0.026, -0.012, -0.002, 0.082, 0.087, 0.096, 0.007, 0.109, 0.131, 0.115, 0.140, 0.011, 0.107, 0.088, 0.012, 0.084, 0.089, 0.081, 0.096, 0.073, 0.041, 0.071, 0.010, -0.370, -0.097, -0.127, -0.135, -0.459, -0.125, 0.003, -0.028, -0.027, -0.088, 0.065, 0.095, 0.081, 0.057, 0.103, 0.074, 0.117, 0.123, 0.041, 0.062, 0.086, 0.091, 0.081, 0.062, 0.086, 0.096, 0.111, 0.048, 0.099, 0.004, -0.438, -0.164, -0.188, -0.104, -0.359, -0.056, -0.054, -0.035, -0.099, -0.009, 0.059, 0.079, 0.053, 0.116, 0.132, 0.125, 0.103, 0.102, 0.125, 0.000, 0.115, 0.098, 0.095, 0.049, 0.041, 0.074, 0.076, 0.074, -0.082]
}



(2)
{
  "formula": "C12H14BrCl2F5KN2O",
  "method": "the ωB97M-V functional and the def2-TZVPD basis",
  "orbital_gap_ev": 6.37,
  "largest_force_ev_per_a": 0.6,
  "lumo_energy_ev": 2.2,
  "total_charge": -1,
  "species": ["K", "C", "C", "C", "C", "C", "Br", "N", "C", "H", "H", "H", "H", "H", "H", "N", "C", "O", "C", "C", "H", "H", "H", "H", "H", "H", "F", "C", "F", "C", "F", "F", "F", "Cl", "C", "Cl", "H", "H"],
  "positions_angstrom": [[-0.863392, -0.077288, -0.080399], [5.178052, 0.688938, 0.555892], [3.920810, 0.480738, 1.348458], [3.912348, 0.422757, 2.736781], [2.721056, 0.262830, 3.425128], [1.570178, 0.157032, 2.664106], [-0.113538, -0.024043, 3.545168], [1.543988, 0.184757, 1.355519], [2.692960, 0.355522, 0.709458], [6.054911, 0.706690, 1.202805], [5.142458, 1.634020, 0.011902], [5.318436, -0.105726, -0.178153], [4.842908, 0.513838, 3.285273], [2.688122, 0.231411, 4.503695], [2.629810, 0.413275, -0.371827], [-2.960483, -0.150130, -2.863166], [-3.028443, -1.176245, -1.811466], [-1.850444, -1.734702, -1.518690], [-4.273740, -2.000721, -1.806740], [-4.082033, -0.948299, -0.705781], [-2.049592, 0.292219, -2.816601], [-3.636314, 0.587333, -2.691198], [-4.160369, -3.038728, -1.521153], [-5.038397, -1.794100, -2.546952], [-3.854388, -1.311496, 0.291142], [-4.733662, -0.081795, -0.743979], [1.114559, 2.920461, -0.442566], [-0.308095, 2.857411, -0.282927], [-0.506580, 3.574991, 0.925174], [-0.791566, 3.844763, -1.335228], [-2.129794, 4.017771, -1.250381], [-0.536217, 3.382731, -2.581627], [-0.254530, 5.093378, -1.288913], [-0.517303, -5.601348, -0.541730], [-0.982763, -3.988881, 0.033392], [0.422249, -3.108726, 0.703617], [-1.685831, -4.119885, 0.846989], [-1.395359, -3.360751, -0.765005]],
  "forces_ev_per_angstrom": [[0.1, 0.6, 0.3], [0.1, 0.0, 0.0], [-0.1, 0.0, 0.0], [0.0, 0.0, 0.0], [0.1, 0.0, 0.0], [0.0, 0.0, 0.1], [0.1, 0.0, 0.0], [-0.1, 0.0, 0.0], [0.1, 0.0, 0.0], [0.0, 0.0, 0.0], [0.0, 0.0, 0.0], [0.0, 0.0, 0.0], [0.0, 0.0, 0.0], [0.0, 0.0, 0.0], [0.0, 0.0, 0.0], [-0.1, 0.1, 0.0], [0.1, -0.2, -0.1], [-0.2, -0.2, -0.3], [-0.1, 0.1, 0.1], [0.1, -0.1, -0.1], [0.1, -0.1, 0.0], [0.0, 0.0, 0.0], [0.0, 0.0, 0.0], [0.0, 0.0, 0.0], [0.0, 0.0, 0.0], [0.0, 0.0, 0.0], [0.0, 0.0, 0.0], [0.0, -0.1, 0.0], [0.0, 0.0, 0.0], [0.0, -0.1, 0.0], [0.0, 0.0, 0.0], [0.0, 0.0, 0.0], [0.0, 0.0, 0.0], [0.0, 0.0, 0.0], [0.1, 0.1, 0.2], [0.0, 0.0, 0.0], [0.0, 0.0, 0.0], [0.0, 0.0, -0.1]],
  "lowdin_charge": [0.672, -0.048, -0.247, -0.027, -0.101, -0.738, 0.738, -0.006, -0.080, 0.072, 0.086, 0.082, 0.113, 0.097, 0.132, 0.084, -0.787, -0.380, -0.100, -0.109, 0.049, 0.059, 0.087, 0.085, 0.078, 0.077, -0.106, -0.324, -0.091, -0.627, 0.095, 0.091, 0.089, 0.475, -0.989, 0.492, 0.024, -0.017]
}